w) Formula: C8H16N2O3
Source: OMol25
Level of theory: ωB97M-V/def2-TZVPD

Output
* total charge: 0
* LUMO: 0.533 eV
* molar mass: 188.2 u
* HOMO: -9.78 eV
* SMILES: CC(C)C[C@H](NC(=O)CN)C(=O)O
* orbital gap: 10.31 eV

Last column: Mulliken charge in e.
CARTESIAN COORDINATES (ANGSTROEM)
C  1.080  -2.065  1.049  -0.7581
C  0.676  -1.984  -0.438  0.3287
C  -1.213  -0.319  -0.202  0.8577
C  -2.687  -0.612  0.115  0.0596
C  -1.085  0.971  -1.006  -1.1785
C  0.093  1.844  -0.500  0.8419
C  1.367  1.315  -1.190  -1.1835
C  0.267  2.011  1.052  -1.4198
H  1.609  -0.604  2.517  0.2342
H  2.323  -0.545  0.984  0.2451
H  1.875  -2.812  1.066  0.3621
H  0.226  -2.487  1.627  0.3622
H  -0.456  -1.370  -1.811  0.2596
H  -0.823  -0.014  0.781  0.0300
H  -2.061  1.538  -0.901  0.3254
H  -1.031  0.788  -2.133  0.4262
H  0.081  2.906  -0.788  0.2596
H  1.619  0.212  -0.952  0.0382
H  2.231  1.935  -0.854  0.3647
H  1.440  1.467  -2.320  0.3447
H  -0.594  2.357  1.524  0.4335
H  0.621  1.134  1.482  0.2415
H  0.911  2.872  1.251  0.4745
H  -2.308  -2.417  -0.220  0.3990
N  1.478  -0.718  1.523  -0.4836
N  -0.548  -1.434  -0.781  -0.1533
O  1.422  -2.365  -1.305  -0.6038
O  -3.413  0.260  0.459  -0.5626
O  -3.098  -1.865  -0.029  -0.5450

=====

x) Formula: C8H16N2O3
Source: OMol25
Level of theory: ωB97M-V/def2-TZVPD

Output
* total charge: 0
* LUMO: 0.198 eV
* molar mass: 188.2 u
* HOMO: -9.54 eV
* SMILES: CC(C)[C@H](NC(=O)[C@H](C)N)C(=O)O
* orbital gap: 9.74 eV

Last column: Mulliken charge in e.
CARTESIAN COORDINATES (ANGSTROEM)
C  -2.489  -0.451  -0.343  0.6892
C  -1.095  -0.845  -0.495  0.4245
C  -2.475  1.074  -0.473  -1.4224
C  1.150  -0.249  -0.867  -0.6357
C  2.130  -1.402  -0.391  0.1128
C  1.191  0.935  0.233  0.3592
C  1.128  0.322  1.582  -1.1256
C  2.571  1.606  0.136  -1.6267
H  -3.911  -0.538  1.113  0.1822
H  -3.345  -2.057  0.583  0.2503
H  -2.956  -0.857  -1.281  0.1061
H  -2.219  1.593  0.412  0.4124
H  -3.395  1.536  -0.715  0.4837
H  -1.871  1.486  -1.451  0.2401
H  -0.385  0.179  -2.074  0.3731
H  1.784  0.180  -1.689  0.4767
H  0.399  1.609  0.150  0.4203
H  1.929  -0.617  1.631  0.2383
H  1.553  1.100  2.239  0.4744
H  0.161  -0.269  1.728  0.3208
H  2.700  2.383  0.838  0.4840
H  3.272  0.764  0.176  0.3487
H  2.737  2.023  -0.803  0.4539
H  0.561  -2.411  0.180  0.4950
N  -3.158  -1.037  0.813  -0.6009
N  -0.159  -0.483  -1.322  -0.1054
O  -0.796  -1.763  0.285  -0.6691
O  3.365  -1.325  -0.449  -0.6089
O  1.623  -2.486  0.249  -0.5511

=====

Which structure is the most stable? The one labeled w).

=====

w) Formula: C6H8OS
Source: OMol25
Level of theory: ωB97M-V/def2-TZVPD

Output
* total charge: 0
* LUMO: -0.098 eV
* molar mass: 128.2 u
* HOMO: -9.10 eV
* orbital gap: 9.01 eV

Last column: Mulliken charge in e.
CARTESIAN COORDINATES (ANGSTROEM)
C  -0.779  0.154  -0.662  0.3778
C  -1.246  -0.777  0.346  -0.7869
C  -0.955  -0.362  1.622  -0.8625
C  -0.005  0.730  1.526  0.3376
C  1.590  0.306  0.245  -0.8516
C  0.235  0.990  0.045  -0.5337
H  1.056  0.255  -2.770  0.1263
H  -1.607  0.818  -0.765  0.3367
H  -1.888  -1.688  0.310  0.3681
H  -1.320  -0.569  2.566  0.4989
H  -0.083  1.660  2.146  0.3842
H  1.891  -0.566  -0.210  0.4729
H  2.289  1.063  0.168  0.3530
H  0.197  2.018  -0.164  0.4763
O  1.330  0.238  1.585  -0.4246
S  -0.263  -0.696  -2.043  -0.2725

=====

x) Formula: C6H8OS
Source: OMol25
Level of theory: ωB97M-V/def2-TZVPD

Output
* total charge: 0
* LUMO: 0.865 eV
* molar mass: 128.2 u
* HOMO: -7.75 eV
* SMILES: C=CC[C@H]1OC=CS1
* orbital gap: 8.61 eV

Last column: Mulliken charge in e.
CARTESIAN COORDINATES (ANGSTROEM)
C  1.486  -1.183  1.467  -0.7205
C  0.299  -1.011  0.947  -0.0177
C  -0.122  -1.350  -0.461  -0.6061
C  -0.528  -0.078  -1.263  -0.0351
C  -1.238  1.756  -0.077  -0.4876
C  -0.015  2.178  -0.374  -0.0640
H  1.691  -0.856  2.482  0.2574
H  2.300  -1.650  0.886  0.2304
H  -0.474  -0.543  1.604  0.2249
H  0.686  -1.869  -0.980  0.3584
H  -1.006  -2.001  -0.484  0.2884
H  -0.878  -0.445  -2.237  0.4265
H  -1.922  2.266  0.608  0.3572
H  0.472  3.096  -0.063  0.3646
O  -1.604  0.552  -0.602  -0.4031
S  0.854  1.138  -1.454  -0.1740

=====

y) Formula: C6H8OS
Source: OMol25
Level of theory: ωB97M-V/def2-TZVPD

Output
* total charge: 0
* LUMO: 0.544 eV
* molar mass: 128.2 u
* HOMO: -9.09 eV
* SMILES: O=C1CC[C@@]2(CS2)C1
* orbital gap: 9.64 eV

Last column: Mulliken charge in e.
CARTESIAN COORDINATES (ANGSTROEM)
C  -1.699  -0.418  -0.373  0.4302
C  -1.025  0.794  -0.811  -0.5267
C  -0.004  1.115  0.052  -0.8171
C  0.692  -0.223  0.172  0.6249
C  2.063  -0.119  0.687  -0.9392
C  -0.582  -1.162  0.451  -0.3602
H  -1.873  1.486  -1.278  0.3072
H  -0.555  0.436  -1.788  0.2394
H  0.615  1.762  -0.429  0.4871
H  -0.316  1.587  1.067  0.2117
H  2.378  0.984  0.645  0.2808
H  2.539  -0.976  1.431  0.2855
H  -0.486  -2.260  0.029  0.2966
H  -1.000  -1.225  1.529  0.2408
O  -2.825  -1.005  -0.376  -0.6087
S  2.079  -0.777  -1.006  -0.1524

=====

z) Formula: C6H8OS
Source: OMol25
Level of theory: ωB97M-V/def2-TZVPD

Output
* total charge: 0
* LUMO: 0.886 eV
* molar mass: 128.2 u
* HOMO: -8.35 eV
* SMILES: C1[C@@H]2[C@@H]1SC[C@]21CO1
* orbital gap: 9.23 eV

Last column: Mulliken charge in e.
CARTESIAN COORDINATES (ANGSTROEM)
C  -0.051  0.125  1.747  -0.5828
C  1.324  -0.142  -0.315  -0.1953
C  1.301  0.496  -1.724  -0.4970
C  0.108  0.701  -0.723  -0.4621
C  -0.769  0.024  0.346  0.8865
C  -1.690  -1.007  -0.135  -0.5976
H  -0.107  -0.644  2.695  0.2857
H  -0.376  0.992  2.353  0.3086
H  1.119  -1.178  -0.299  0.2607
H  1.631  1.416  -1.951  0.3424
H  1.017  -0.277  -2.506  0.2234
H  0.471  1.700  -0.302  0.1887
H  -1.662  -1.103  -1.315  0.2325
H  -1.902  -1.916  0.441  0.2930
O  -2.170  0.267  0.365  -0.5540
S  1.755  0.547  1.324  -0.1327

=====

Which structure is the most stable? The one labeled x).